## 1
This record from OMol25 describes a single C23H25N3O4 molecule. The level of theory is ωB97M-V with the def2-TZVPD basis set.

ORCA input file:
```
! wB97M-V def2-TZVPD RIJCOSX def2/J DEFGRID3
* xyz 0 1
C 7.787 -0.410 0.112
C 7.049 -0.961 1.056
C 5.856 -0.301 1.682
N 4.663 -1.111 1.524
C 3.576 -0.688 0.851
O 3.481 0.419 0.365
C 2.447 -1.718 0.815
C 1.687 -1.741 2.142
C 0.225 -1.930 1.757
O -0.651 -2.225 2.536
N 0.106 -1.699 0.421
C -1.099 -1.537 -0.276
C -1.106 -0.947 -1.539
C -2.296 -0.624 -2.163
C -3.507 -0.860 -1.524
O -4.715 -0.351 -1.950
C -4.666 0.853 -2.693
C -3.605 1.836 -2.166
O -2.958 2.530 -2.915
N -3.476 1.801 -0.810
C -2.275 1.920 -0.086
C -2.243 1.394 1.202
C -1.054 1.374 1.905
C 0.103 1.870 1.333
C 0.079 2.414 0.053
C 1.336 2.954 -0.556
C -1.118 2.444 -0.648
C -3.506 -1.575 -0.330
C -2.319 -1.920 0.282
C 1.367 -1.343 -0.203
H 8.641 -0.911 -0.310
H 7.568 0.572 -0.273
H 7.280 -1.950 1.432
H 5.649 0.659 1.207
H 6.041 -0.142 2.752
H 4.693 -2.050 1.887
H 2.860 -2.706 0.594
H 2.008 -2.524 2.827
H 1.761 -0.782 2.660
H -0.189 -0.690 -2.040
H -2.263 -0.139 -3.125
H -4.455 0.668 -3.753
H -5.665 1.291 -2.611
H -4.179 1.261 -0.319
H -3.139 0.979 1.639
H -1.033 0.949 2.898
H 1.037 1.838 1.874
H 2.174 2.290 -0.357
H 1.224 3.080 -1.630
H 1.571 3.926 -0.121
H -1.151 2.853 -1.644
H -4.450 -1.818 0.133
H -2.339 -2.432 1.228
H 1.493 -1.884 -1.144
H 1.410 -0.264 -0.397
*
```

Computed properties:
E_HOMO = -7.937 eV
gap between HOMO and LUMO = 8.44 eV

Here are the natural (NBO) charges for atoms 1 to 6, given in e:
1. C -0.368
2. C -0.189
3. C -0.269
4. N -0.604
5. C 0.694
6. O -0.637


## 2
This record from OMol25 describes a single C23H25N3O4 molecule. The level of theory is ωB97M-V with the def2-TZVPD basis set.

ORCA input file:
```
! wB97M-V def2-TZVPD RIJCOSX def2/J DEFGRID3
* xyz 0 1
C 1.761 2.268 -2.401
C 1.147 1.186 -1.501
C 2.079 -0.027 -1.553
O 2.133 -0.706 -2.558
N 2.841 -0.216 -0.466
C 3.687 -1.394 -0.389
C 3.125 -2.402 0.588
C 3.630 -2.462 1.999
C 3.976 -3.552 1.031
C 2.923 0.720 0.627
C 1.705 1.606 0.868
O 1.553 2.162 1.933
N 0.866 1.708 -0.178
C -0.424 2.407 -0.146
C -1.182 2.141 1.137
C -1.148 3.146 2.249
C -2.393 2.974 1.445
C -1.170 1.899 -1.422
C -2.454 1.161 -1.088
O -3.561 1.614 -1.010
N -2.108 -0.170 -0.905
C -2.996 -1.156 -0.402
C -3.885 -0.836 0.616
C -4.750 -1.803 1.094
C -4.724 -3.085 0.570
C -3.832 -3.399 -0.441
C -2.968 -2.438 -0.935
C -0.781 -0.429 -1.219
O -0.183 -1.423 -0.917
C -0.259 0.800 -1.957
H 1.085 3.112 -2.515
H 1.974 1.844 -3.379
H 2.692 2.624 -1.965
H 4.700 -1.095 -0.103
H 3.707 -1.822 -1.395
H 2.072 -2.593 0.421
H 2.928 -2.676 2.790
H 4.420 -1.787 2.293
H 3.511 -4.518 1.152
H 4.990 -3.601 0.665
H 3.083 0.166 1.556
H 3.790 1.386 0.488
H -0.251 3.488 -0.229
H -1.201 1.095 1.419
H -1.120 2.774 3.260
H -0.556 4.036 2.106
H -3.245 2.491 1.899
H -2.668 3.745 0.741
H -1.372 2.715 -2.115
H -3.904 0.163 1.020
H -5.444 -1.554 1.882
H -5.399 -3.837 0.949
H -3.809 -4.397 -0.854
H -2.273 -2.680 -1.723
H -0.321 0.628 -3.032
*
```

Computed properties:
E_HOMO = -9.201 eV
gap between HOMO and LUMO = 9.78 eV

Here are the natural (NBO) charges for atoms 1 to 6, given in e:
1. C -0.615
2. C 0.076
3. C 0.710
4. O -0.631
5. N -0.430
6. C -0.217


Which structure is the least stable? The one labeled 2.


## 1
This record from OMol25 describes 2 unconnected molecules or ions with the total composition C11H18. The level of theory is ωB97M-V with the def2-TZVPD basis set.

ORCA input file:
```
! wB97M-V def2-TZVPD RIJCOSX def2/J DEFGRID3
* xyz 0 1
C -3.593 1.820 0.984
C -3.553 1.413 -0.512
C -2.340 0.497 -0.719
C -1.089 1.003 -0.484
C 0.015 0.236 -0.972
C -0.106 -1.116 -1.192
C -1.375 -1.702 -1.158
C -2.464 -0.908 -0.893
H -3.999 0.921 1.447
H -4.312 2.645 1.081
H -2.686 2.230 1.411
H -4.464 0.879 -0.782
H -3.584 2.226 -1.240
H -0.863 1.993 -0.108
H 0.985 0.709 -0.963
H 0.754 -1.714 -1.473
H -1.599 -2.752 -1.274
H -3.462 -1.287 -1.009
C 3.166 -1.850 1.093
C 3.295 -0.295 1.273
C 3.697 0.315 -0.096
H 2.154 -2.242 1.030
H 3.638 -2.334 1.943
H 3.858 -2.112 0.298
H 2.524 0.321 1.743
H 4.154 -0.174 1.948
H 2.856 0.257 -0.787
H 3.923 1.385 -0.155
H 4.469 -0.364 -0.433
*
```

Computed properties:
E_HOMO = -8.949 eV
gap between HOMO and LUMO = 10.01 eV

Here are the natural (NBO) charges for atoms 1 to 6, given in e:
1. C -0.603
2. C -0.417
3. C -0.001
4. C -0.216
5. C -0.199
6. C -0.226


## 2
This record from OMol25 describes 2 unconnected molecules or ions with the total composition C11H18. The level of theory is ωB97M-V with the def2-TZVPD basis set.

ORCA input file:
```
! wB97M-V def2-TZVPD RIJCOSX def2/J DEFGRID3
* xyz 0 1
C 2.934 -0.153 0.809
C 1.954 0.973 0.607
C 1.636 1.468 -0.637
C 0.560 2.326 -0.825
C -0.342 2.630 0.179
C 0.030 2.197 1.464
C 1.195 1.486 1.678
H 2.992 -0.446 1.854
H 3.881 0.013 0.301
H 2.485 -1.012 0.303
H 2.132 1.149 -1.530
H 0.310 2.630 -1.833
H -1.211 3.246 0.013
H -0.689 2.244 2.276
H 1.425 1.121 2.673
C -0.937 -0.945 -1.845
C -1.278 -1.063 -0.358
C -2.771 -1.313 -0.106
C -0.479 -2.186 0.312
H -0.058 -0.304 -1.948
H -1.674 -0.426 -2.449
H -0.700 -1.928 -2.255
H -1.030 -0.104 0.105
H -3.056 -2.360 -0.240
H -2.990 -1.069 0.938
H -3.407 -0.711 -0.755
H 0.587 -1.995 0.214
H -0.809 -2.384 1.329
H -0.687 -3.085 -0.274
*
```

Computed properties:
E_HOMO = -9.078 eV
gap between HOMO and LUMO = 10.02 eV

Here are the natural (NBO) charges for atoms 1 to 6, given in e:
1. C -0.634
2. C 0.011
3. C -0.238
4. C -0.196
5. C -0.235
6. C -0.204


Which structure is the least stable? The one labeled 1.


## 1
This record from OMol25 describes 2 unconnected molecules or ions with the total composition C11H18. The level of theory is ωB97M-V with the def2-TZVPD basis set.

ORCA input file:
```
! wB97M-V def2-TZVPD RIJCOSX def2/J DEFGRID3
* xyz 0 1
C 0.051 1.866 3.787
C 0.382 0.611 3.013
C -0.321 0.293 1.852
C -0.033 -0.870 1.151
C 0.960 -1.722 1.607
C 1.666 -1.416 2.757
C 1.374 -0.251 3.463
H 0.070 1.656 4.857
H -0.957 2.203 3.541
H 0.738 2.686 3.578
H -1.094 0.963 1.494
H -0.604 -1.117 0.267
H 1.183 -2.638 1.082
H 2.430 -2.095 3.106
H 1.934 -0.021 4.362
C -1.364 -0.450 -3.981
C -0.752 -0.255 -2.602
C 0.733 -0.639 -2.562
C -0.925 1.180 -2.117
H -1.138 0.393 -4.638
H -2.451 -0.551 -3.954
H -0.987 -1.345 -4.483
H -1.255 -0.912 -1.884
H 1.300 -0.087 -3.315
H 1.144 -0.409 -1.580
H 0.844 -1.704 -2.770
H -1.974 1.483 -2.154
H -0.559 1.282 -1.096
H -0.395 1.865 -2.784
*
```

Computed properties:
E_HOMO = -9.092 eV
gap between HOMO and LUMO = 10.13 eV

Here are the natural (NBO) charges for atoms 1 to 6, given in e:
1. C -0.651
2. C 0.086
3. C -0.257
4. C -0.198
5. C -0.230
6. C -0.199


## 2
This record from OMol25 describes 2 unconnected molecules or ions with the total composition C11H18. The level of theory is ωB97M-V with the def2-TZVPD basis set.

ORCA input file:
```
! wB97M-V def2-TZVPD RIJCOSX def2/J DEFGRID3
* xyz 0 1
C -2.871 -1.272 0.913
C -2.924 -0.992 -0.619
C -1.667 -1.401 -1.340
C -0.449 -0.727 -1.164
C 0.642 -1.255 -1.857
C 0.414 -2.205 -2.871
C -0.772 -2.921 -2.990
C -1.799 -2.533 -2.131
H -3.917 -1.200 1.261
H -2.249 -0.435 1.199
H -2.648 -2.294 1.199
H -3.741 -1.448 -1.178
H -3.191 0.077 -0.668
H -0.234 0.164 -0.581
H 1.675 -1.134 -1.563
H 1.194 -2.502 -3.570
H -0.843 -3.732 -3.686
H -2.722 -3.101 -2.081
C 2.256 3.607 1.202
C 2.030 2.828 2.507
C 2.770 1.477 2.404
H 1.917 4.643 1.302
H 1.559 3.198 0.449
H 3.298 3.551 0.898
H 2.363 3.493 3.327
H 0.985 2.651 2.731
H 2.230 1.071 1.536
H 3.800 1.544 2.091
H 2.895 0.850 3.281
*
```

Computed properties:
E_HOMO = -8.838 eV
gap between HOMO and LUMO = 9.73 eV

Here are the natural (NBO) charges for atoms 1 to 6, given in e:
1. C -0.609
2. C -0.411
3. C -0.011
4. C -0.229
5. C -0.199
6. C -0.221


Which structure is the least stable? The one labeled 2.


## 1
This record from OMol25 describes 3 unconnected molecules or ions with the total composition C3H8NOS. The level of theory is ωB97M-V with the def2-TZVPD basis set.

ORCA input file:
```
! wB97M-V def2-TZVPD RIJCOSX def2/J DEFGRID3
* xyz 1 1
C -1.304 -1.784 0.044
C -0.168 -1.035 -0.183
C 2.679 0.800 -0.366
N 2.212 0.386 0.733
O -1.219 -0.478 -0.693
S -2.944 0.850 0.361
H -1.480 -2.510 -0.689
H -1.703 -1.592 0.950
H 0.789 -0.514 0.005
H 3.452 1.399 -0.572
H 2.328 0.506 -1.384
H -3.244 1.727 -0.618
H 2.517 0.619 1.656
H -1.917 1.627 0.757
*
```

Computed properties:
E_HOMO (spin up / spin down) = -13.220 / -13.219 eV
gap between HOMO and LUMO (spin up / spin down) = 7.39 / 7.39 eV

Here are the natural (NBO) charges for atoms 1 to 6, given in e:
1. C -0.109
2. C 0.398
3. C 0.030
4. N -0.667
5. O -0.284
6. S -0.221


## 2
This record from OMol25 describes a gas-phase ion, C3H8NOS (charge +1). The level of theory is ωB97M-V with the def2-TZVPD basis set.

ORCA input file:
```
! wB97M-V def2-TZVPD RIJCOSX def2/J DEFGRID3
* xyz 1 1
N -1.381 0.465 -0.115
C -0.219 -0.399 -0.553
C -0.287 -1.648 0.345
O -0.476 -1.484 1.515
C 1.118 0.331 -0.310
S 1.008 1.632 0.977
H -1.369 0.541 0.914
H -1.247 1.433 -0.426
H -2.287 0.111 -0.425
H -0.352 -0.555 -1.618
H -0.174 -2.637 -0.112
H 1.865 -0.391 -0.003
H 1.477 0.801 -1.232
H 2.324 1.799 1.042
*
```

Computed properties:
E_HOMO = -13.606 eV
gap between HOMO and LUMO = 9.54 eV

Here are the natural (NBO) charges for atoms 1 to 6, given in e:
1. N -0.684
2. C -0.154
3. C 0.407
4. O -0.462
5. C -0.538
6. S -0.048


Which structure is the least stable? The one labeled 1.


## 1
This record from OMol25 describes a gas-phase ion, C4H11NOP (charge +1). The level of theory is ωB97M-V with the def2-TZVPD basis set.

ORCA input file:
```
! wB97M-V def2-TZVPD RIJCOSX def2/J DEFGRID3
* xyz 1 1
C -0.543 -1.877 1.031
C -2.010 1.561 -1.248
C 1.850 0.301 -0.464
C -0.320 -0.656 0.372
N 0.840 0.202 0.709
O -2.870 -1.029 -0.352
P -1.814 -0.045 -0.354
H -1.618 -2.254 1.023
H -0.275 -1.852 2.069
H -0.076 -2.757 0.661
H -3.030 1.646 -1.437
H -1.508 1.356 -2.335
H -1.586 2.423 -0.776
H 1.661 1.171 -0.995
H 2.858 0.435 -0.035
H 1.500 -0.582 -1.148
H 1.284 -0.208 1.596
H 0.699 1.225 0.899
*
```

Computed properties:
E_HOMO = -12.691 eV
gap between HOMO and LUMO = 8.61 eV

Here are the natural (NBO) charges for atoms 1 to 6, given in e:
1. C -0.716
2. C -0.976
3. C -0.411
4. C -0.425
5. N -0.538
6. O -0.971


## 2
This record from OMol25 describes a gas-phase ion, C4H11NOP (charge +1). The level of theory is ωB97M-V with the def2-TZVPD basis set.

ORCA input file:
```
! wB97M-V def2-TZVPD RIJCOSX def2/J DEFGRID3
* xyz 1 1
C 0.002 2.049 -1.253
N 0.337 1.543 0.028
C 0.049 0.364 0.524
P 0.628 0.089 2.306
C -0.689 -0.673 -0.310
C -0.976 -1.990 0.458
O -0.170 -0.826 -1.537
H -0.642 2.901 -0.948
H 0.863 2.443 -1.863
H -0.437 1.382 -2.055
H 0.636 2.336 0.689
H 1.381 -1.040 2.184
H 1.479 1.183 2.280
H -1.543 -0.149 -0.453
H -0.995 -1.834 1.518
H -1.801 -2.509 0.113
H -0.182 -2.667 0.280
H 0.587 -1.446 -1.528
*
```

Computed properties:
E_HOMO = -14.158 eV
gap between HOMO and LUMO = 9.50 eV

Here are the natural (NBO) charges for atoms 1 to 6, given in e:
1. C -0.481
2. N -0.457
3. C 0.224
4. P 0.357
5. C 0.025
6. C -0.626


Which structure is the least stable? The one labeled 1.